ORCA calculation (wB97M-V/def2-TZVPD) on a cluster of 14 separate species, C42H120N8O19 in total.

Each line ends with the Mulliken charge.
Atoms and positions in Å:
C 3.130 -2.562 -2.723  -0.919
C 3.011 -1.008 -2.921  0.159
C 1.718 -0.383 -2.411  -0.048
O 0.515 -0.852 -3.015  0.703
C 0.308 -0.395 -4.312  -1.050
N 4.223 -0.469 -2.397  -0.455
H 2.235 -2.976 -3.186  -0.414
H 3.313 -2.935 -1.715  0.295
H 3.940 -2.920 -3.358  0.692
H 3.001 -0.907 -4.006  0.470
H 1.827 0.697 -2.508  -0.222
H 1.646 -0.547 -1.336  -0.413
H 0.306 0.693 -4.370  0.080
H -0.709 -0.655 -4.605  0.171
H 1.006 -0.710 -5.088  0.473
H 4.941 -1.097 -2.729  0.306
H 4.384 0.427 -2.836  0.234
C -4.810 -2.294 -0.194  -1.053
C -4.966 -3.311 0.961  1.541
C -6.465 -3.735 1.220  -1.237
O -7.176 -2.533 1.728  -0.363
C -8.385 -2.775 2.489  -0.968
N -4.216 -4.510 0.718  -0.742
H -5.386 -1.369 -0.205  0.114
H -5.091 -2.815 -1.109  0.425
H -3.757 -2.013 -0.164  -0.006
H -4.633 -2.837 1.884  -0.421
H -6.615 -4.586 1.885  0.517
H -7.074 -4.038 0.368  0.416
H -8.806 -1.881 2.948  0.275
H -8.186 -3.479 3.297  0.353
H -9.200 -3.093 1.839  0.320
H -3.247 -4.298 0.912  0.219
H -4.528 -5.258 1.321  0.324
C 1.129 -4.925 -0.422  -1.244
C -0.278 -4.937 0.125  0.830
C -0.409 -5.894 1.393  -0.876
O -0.129 -7.274 1.191  -0.455
C -1.293 -7.972 0.945  -0.740
N -0.546 -3.534 0.539  0.922
H 1.205 -4.178 -1.213  -0.007
H 1.247 -5.896 -0.902  0.536
H 1.895 -4.778 0.339  0.269
H -1.048 -5.289 -0.561  0.319
H -1.352 -5.740 1.918  0.470
H 0.301 -5.643 2.182  0.074
H -1.904 -8.030 1.845  0.319
H -1.113 -8.980 0.568  0.302
H -1.929 -7.554 0.165  0.281
H -0.667 -3.035 -0.331  -0.353
H 0.313 -3.264 0.995  -0.299
C 6.399 4.109 -4.538  -1.599
C 5.991 4.154 -3.081  0.396
C 5.403 2.797 -2.566  -0.608
O 4.529 2.162 -3.467  -0.638
C 3.296 2.950 -3.685  -0.682
N 7.156 4.562 -2.349  -0.621
H 6.656 5.099 -4.912  0.440
H 5.565 3.758 -5.145  0.309
H 7.048 3.235 -4.610  0.426
H 5.204 4.893 -2.932  0.182
H 4.906 2.740 -1.598  0.144
H 6.219 2.136 -2.274  0.515
H 3.512 3.891 -4.191  0.443
H 2.832 3.124 -2.714  -0.016
H 2.605 2.371 -4.298  0.309
H 7.884 4.046 -2.823  0.375
H 7.239 5.534 -2.612  0.354
C 5.671 6.843 0.785  -1.449
C 4.614 5.996 1.451  0.306
C 3.438 5.534 0.597  1.124
O 2.732 6.601 0.040  -0.532
C 1.590 6.184 -0.830  -0.238
N 5.335 4.888 2.031  -0.697
H 6.172 6.378 -0.064  0.236
H 6.407 7.113 1.542  0.478
H 5.191 7.775 0.486  0.352
H 4.173 6.443 2.342  0.280
H 2.737 4.918 1.161  -0.263
H 3.841 5.001 -0.265  -0.513
H 0.767 5.714 -0.292  -0.040
H 2.030 5.590 -1.631  0.150
H 1.111 7.113 -1.136  0.348
H 5.830 4.452 1.265  0.210
H 6.167 5.200 2.511  0.282
C 0.383 3.743 2.486  -0.387
C -1.053 4.083 2.781  0.662
C -2.052 3.005 2.412  -0.879
O -2.159 2.639 1.007  -0.143
C -2.618 3.743 0.271  -1.069
N -1.149 4.425 4.206  -0.626
H 0.698 2.756 2.826  -0.533
H 1.077 4.395 3.017  0.722
H 0.538 3.763 1.407  -0.295
H -1.302 5.016 2.275  0.301
H -3.064 3.303 2.685  0.594
H -1.813 2.067 2.914  -0.188
H -2.676 3.472 -0.783  0.373
H -2.022 4.655 0.240  -0.016
H -3.629 4.040 0.552  0.255
H -0.444 5.059 4.553  0.226
H -2.059 4.773 4.471  0.223
C 1.911 -5.852 -4.429  -0.797
C 0.647 -5.966 -5.304  0.180
C -0.436 -4.911 -5.042  -0.309
O -0.951 -4.915 -3.706  -0.273
C -1.420 -3.624 -3.328  0.014
N 1.123 -5.766 -6.664  -0.704
H 2.655 -6.599 -4.704  0.475
H 1.569 -5.954 -3.399  0.036
H 2.366 -4.864 -4.491  0.063
H 0.230 -6.965 -5.174  0.417
H -1.251 -5.026 -5.756  0.284
H 0.112 -3.973 -5.138  0.047
H -1.889 -3.507 -2.351  -0.080
H -2.162 -3.154 -3.973  0.462
H -0.562 -2.953 -3.303  -0.258
H 1.450 -4.816 -6.769  0.242
H 0.435 -5.893 -7.393  0.273
C -4.599 0.012 -2.962  -1.468
C -3.417 0.732 -2.171  0.796
C -2.635 1.743 -3.105  -1.286
O -1.508 2.130 -2.392  0.734
C -0.775 3.094 -3.154  -0.924
N -4.088 1.433 -1.071  -0.119
H -5.220 0.644 -3.597  0.374
H -5.127 -0.471 -2.140  0.305
H -4.150 -0.633 -3.718  0.364
H -2.875 -0.027 -1.608  -0.075
H -3.195 2.629 -3.404  0.418
H -2.350 1.150 -3.974  0.525
H -0.756 2.849 -4.216  0.445
H 0.264 3.234 -2.856  -0.017
H -1.194 4.092 -3.032  0.344
H -3.430 1.839 -0.422  -0.392
H -4.539 2.281 -1.383  0.386
O -0.005 1.567 -0.055  0.482
H -0.807 1.874 0.368  0.174
H -0.287 1.278 -0.923  -0.244
C 2.525 -2.790 3.052  -1.024
C 1.986 -1.742 4.030  0.541
O 2.699 -0.476 4.002  -0.598
O 2.037 -2.577 1.744  -0.044
H 2.016 -3.719 3.312  0.327
H 3.608 -2.912 3.072  0.441
H 2.036 -2.132 5.046  0.486
H 0.995 -1.477 3.663  -0.305
H 2.368 -0.019 3.225  -0.057
H 2.700 -2.050 1.291  0.051
C 0.416 1.502 5.673  0.247
C 0.780 0.519 6.763  -0.730
O 0.404 0.877 8.076  -0.567
O -0.963 1.715 5.423  -0.839
H 1.021 1.355 4.779  -0.236
H 0.712 2.465 6.088  0.468
H 1.863 0.420 6.842  0.384
H 0.432 -0.470 6.465  0.339
H 0.256 0.042 8.527  0.345
H -1.112 2.455 4.830  0.200
C -6.144 0.978 1.539  0.341
C -5.649 2.286 2.271  0.520
O -6.632 2.663 3.197  -0.619
O -6.576 0.011 2.554  -0.511
H -5.457 0.495 0.844  -0.204
H -6.936 1.279 0.852  0.247
H -5.378 3.108 1.609  -0.034
H -4.717 2.078 2.796  -0.319
H -7.387 2.072 3.148  0.401
H -6.601 -0.821 2.077  0.419
C 4.220 -0.101 1.064  -1.158
C 3.127 1.029 0.839  0.738
O 1.966 0.728 1.627  0.798
O 3.980 -1.266 0.287  -0.711
H 4.364 -0.230 2.137  0.393
H 5.220 0.132 0.698  0.536
H 2.712 1.134 -0.163  -0.202
H 3.543 1.969 1.202  0.097
H 1.235 0.793 1.008  -0.400
H 4.133 -1.077 -0.642  0.288
C -2.686 -1.212 4.338  -0.991
C -2.036 -1.610 3.013  2.156
O -1.591 -2.993 3.011  -0.552
O -1.676 -0.908 5.246  -0.553
H -3.268 -2.041 4.742  0.447
H -3.440 -0.435 4.466  0.328
H -1.202 -0.928 2.845  -0.869
H -2.850 -1.526 2.295  -0.639
H -1.237 -3.230 2.151  0.225
H -1.530 0.030 5.107  0.393

Atomic forces in eV per Å
-0.8305 0.7952 -0.9687
-0.5493 -2.6993 -0.7586
0.4786 0.0191 0.7752
0.9260 -0.1446 0.4815
-0.7050 0.8151 -0.6523
0.4098 0.6003 0.5238
-0.1558 -0.4087 0.4714
-0.3374 0.2977 0.1037
0.2397 0.0584 0.0026
-0.1360 0.1730 -0.4079
-0.2549 0.4213 -0.3037
-0.2661 -0.3145 0.0591
0.2024 0.4379 0.2781
0.0744 -0.4320 -0.0237
0.1936 -0.5276 0.1675
0.4061 0.1135 0.0691
0.2821 0.3842 0.1814
0.0440 -0.8680 0.1915
-2.4877 0.3703 0.5073
-0.8930 1.8511 0.0587
-0.0248 -0.6662 0.5233
0.4562 -0.1496 -0.5598
0.3396 -0.1743 -0.7708
-0.2004 -0.1660 0.7455
0.4227 -0.0360 -0.2191
0.1447 0.0339 -0.5051
-0.1681 0.2148 0.2542
0.5571 0.1659 0.6919
0.5999 0.0370 -0.7546
0.8186 0.4439 -0.1172
-0.0933 -0.2345 -0.1060
0.1063 -0.5950 -0.1592
0.3322 -0.3356 0.0586
0.2268 0.0026 0.1626
-0.4172 -1.5240 -1.0571
0.1348 -0.2926 2.0351
0.9487 0.7984 0.3048
0.1817 0.7505 -0.6670
-1.2113 -0.9111 -0.4676
-1.0101 -1.3928 0.0290
0.1202 0.1121 0.0721
0.6305 -0.1388 -0.0546
-0.1833 0.1108 0.0107
0.1858 0.2175 -0.4250
-0.5345 -0.1263 -0.3848
0.4355 0.6533 -0.2537
-0.1378 -0.1431 0.2179
0.5131 -0.0921 0.3489
-0.0038 0.5633 -0.1705
0.1874 0.5234 0.1271
0.3680 0.8148 -0.0981
-2.0759 -1.3013 -0.3184
-1.6291 -0.4896 0.1247
0.6618 0.0596 0.5267
-1.2896 0.8159 -1.2701
1.1894 -0.8775 0.4232
-0.1798 -0.0438 0.8899
0.7451 -0.3789 0.0509
-0.2722 0.2124 -0.2315
0.9749 0.6160 -0.4242
-0.0149 0.2793 0.0256
-0.3597 1.3894 0.3841
0.4429 -0.4368 -0.9911
0.0519 0.0093 0.0753
-0.0607 0.1883 0.1148
0.2841 -0.1800 -0.0077
0.7773 0.2524 0.3627
0.7129 0.2176 0.2625
-1.0849 1.6637 -0.0229
0.2851 0.0520 0.8997
0.3372 -0.4290 -0.6436
-2.0417 0.8493 -0.7949
1.5775 1.2097 1.5340
0.1791 -2.1025 -0.2388
-0.1728 -0.2254 0.0157
0.1365 -0.0388 -0.1020
0.2847 0.2368 -0.4574
-0.0310 0.9152 -0.2211
0.3093 -0.3952 0.2102
0.2254 -0.8794 -0.0489
0.4399 -0.7845 0.3257
-0.4846 -0.0676 -0.1915
0.5644 0.0627 -0.5426
-0.2163 -0.7848 -0.5552
-0.2961 0.6128 0.7374
0.4149 -0.5466 -0.2804
0.5027 1.4975 0.4243
-0.5616 -0.8066 -0.1410
0.5372 1.3035 0.9835
-0.5418 0.7215 -1.5157
-0.7113 -1.2282 0.4995
-0.3823 -0.2956 -0.0189
-0.0897 0.4554 -0.3266
0.3182 0.0821 0.0141
-0.0554 -0.0865 -0.7535
0.0153 0.1305 0.3881
0.0128 0.0024 0.0962
0.1436 -0.2166 0.1352
0.5199 -0.1475 0.6748
-0.1386 -0.0469 0.3754
0.0953 -0.0621 -0.3486
-0.0696 0.0632 -0.0141
-1.2240 0.1665 0.5486
0.5108 0.2653 -0.0715
0.6632 -0.0166 1.4592
-0.7005 -0.0070 0.1576
0.6561 0.7404 -0.0671
0.0462 -0.3363 -0.7111
-0.2087 -0.0169 0.0797
0.3939 -0.2150 0.2089
-0.0137 0.1092 -0.2752
0.0177 -0.0991 -0.2125
-0.0141 0.2071 -0.1947
-0.2400 0.4972 -0.5329
0.1506 -1.1333 0.2938
-0.1100 -0.4115 -0.7094
0.1180 0.2255 -0.0433
0.2105 0.1444 0.0523
-0.3033 -0.1937 0.0891
2.0188 0.4508 0.3100
-2.6437 1.6391 -0.9288
-0.4805 -2.7099 1.1392
1.7808 1.0006 -0.3586
0.1325 0.3997 0.1746
0.0103 0.5910 0.4200
-0.1851 0.5699 0.6406
-0.3455 -0.3043 -0.7613
-0.0705 -0.7350 0.3592
0.8630 -0.0427 -0.8852
-0.5839 -0.1439 0.0201
0.1642 0.2481 -0.5245
-0.1751 -0.1408 -0.0972
0.0053 -0.6798 0.5257
-0.4690 0.0988 -0.1030
0.2762 -0.8644 0.2140
-0.5880 -0.0413 -0.5754
1.2420 -0.4703 -0.3084
-0.6670 0.3338 0.3824
-0.1836 -0.1047 -0.3957
-1.3108 -0.2417 0.5043
0.8834 1.0172 -0.8842
0.2847 -1.0458 0.5879
0.2154 0.2101 -0.1122
0.3937 -0.3285 0.5358
0.0736 0.0569 0.0950
-0.2874 0.1562 0.0085
-0.4721 -0.6712 0.5939
-0.1342 0.2759 -0.4074
0.1377 0.2617 -0.8049
0.6208 2.2328 1.0717
0.5004 -1.0653 -0.6606
-0.8973 0.2056 0.1314
-0.7804 -1.8551 0.0321
-0.1502 -0.5157 -0.0537
0.6743 0.3184 -0.0172
0.3031 0.2496 -0.9338
-0.3815 -0.1507 0.2349
-0.1662 0.1470 0.2102
0.4587 0.6961 0.1775
0.3085 0.3198 0.6619
-0.0339 -2.1502 -0.2944
-0.1011 0.8948 0.2275
0.4235 1.8600 -1.0300
0.6624 0.3618 0.4492
-0.7486 0.0170 0.2730
-0.5309 0.0382 -0.4821
-0.0269 -0.3529 0.3286
0.1331 -0.2711 -0.0315
-0.2060 -0.7337 0.0939
0.1419 1.3611 -1.9673
0.4681 -1.0327 1.0775
0.7501 -0.1237 0.2103
-1.0880 -1.1646 1.9971
-0.5874 -0.7717 -0.0487
0.0939 1.3531 0.1821
0.9226 -0.0193 -0.3979
0.1320 0.2261 -0.1612
-0.7941 0.0836 -0.0029
0.1479 0.6959 -0.6366
0.1301 -1.3451 0.8446
-1.2125 -0.8832 -0.0977
-0.7829 1.2298 1.8663
0.5420 -0.2490 0.8273
0.2673 -0.6513 -0.1445
-0.0542 0.5907 -1.4765
-0.0006 0.0949 -0.3739
0.2391 0.3330 -0.7696
-0.0003 0.2619 -0.9191
0.4394 0.5987 0.5052

Properties
2S+1   1
E_LUMO   -0.03 eV